(1)
{"formula": "C7H8N2O", "method": "ωB97M-V with the def2-TZVPD basis set", "species": ["C", "C", "C", "C", "C", "C", "C", "H", "H", "H", "H", "H", "H", "H", "H", "N", "N", "O"], "xyz": [[-1.384, -0.649, 3.177], [-1.215, -0.495, 1.637], [0.417, 0.139, -0.044], [-0.086, -0.643, -1.071], [0.421, -0.439, -2.376], [1.411, 0.542, -2.599], [1.820, 1.353, -1.507], [-0.746, -1.332, 3.429], [-1.234, 0.321, 3.616], [-2.395, -1.103, 3.556], [0.855, 0.246, 1.924], [-1.061, -1.373, -1.287], [0.215, -0.973, -3.212], [1.791, 0.721, -3.761], [2.667, 2.051, -1.673], [-0.087, 0.128, 1.283], [1.326, 1.158, -0.246], [-2.134, -0.801, 0.856]], "relative_energy_kcal_mol": 45.3, "multiplicity": 1, "homo_ev": -9.11, "homo_lumo_gap_ev": 9.8}

---

(2)
{"formula": "C7H10BrNSr", "method": "ωB97M-V with the def2-TZVPD basis set", "species": ["C", "C", "C", "C", "C", "Sr", "N", "C", "C", "H", "H", "H", "H", "H", "H", "H", "H", "H", "H", "Br"], "xyz": [[-0.444, 0.977, -1.265], [0.967, 1.143, -1.096], [1.173, 2.162, -0.117], [-0.109, 2.630, 0.311], [-1.108, 1.904, -0.404], [-0.004, -0.353, 1.341], [-1.581, -1.242, -0.019], [-0.197, -2.351, 0.218], [1.136, -1.960, -0.181], [2.139, 2.556, 0.192], [1.737, 0.599, -1.639], [-0.292, 3.436, 1.019], [-2.185, 2.047, -0.343], [-0.920, 0.287, -1.956], [1.303, -1.785, -1.238], [-0.258, -2.754, 1.254], [-2.367, -1.890, -0.181], [1.941, -2.423, 0.383], [-0.464, -3.158, -0.468], [-0.466, 0.173, 4.188]], "multiplicity": 1, "homo_ev": 1.21, "charge": -2, "homo_lumo_gap_ev": 4.3}

---

(3)
{"formula": "C37H62ClN6O3", "method": "ωB97M-V with the def2-TZVPD basis set", "species": ["C", "C", "C", "C", "C", "C", "C", "C", "C", "C", "C", "N", "N", "C", "O", "C", "Cl", "C", "N", "C", "C", "C", "C", "C", "N", "H", "H", "H", "H", "H", "H", "H", "H", "H", "H", "H", "H", "H", "H", "H", "H", "H", "H", "H", "H", "H", "H", "H", "H", "H", "H", "C", "C", "C", "C", "C", "C", "N", "O", "C", "C", "C", "H", "H", "H", "H", "H", "H", "H", "H", "H", "H", "H", "H", "H", "H", "H", "H", "H", "H", "C", "C", "C", "C", "C", "C", "N", "O", "C", "C", "C", "H", "H", "H", "H", "H", "H", "H", "H", "H", "H", "H", "H", "H", "H", "H", "H", "H", "H"], "xyz": [[-6.804, -2.730, -1.123], [-6.098, -3.849, -1.907], [-4.765, -3.395, -2.504], [-3.669, -3.268, -1.447], [-2.390, -2.651, -1.984], [-1.253, -2.651, -0.935], [-0.323, -1.419, -1.000], [1.137, -1.752, -1.348], [2.107, -1.705, -0.146], [3.183, -0.606, -0.210], [2.667, 0.743, 0.121], [2.055, 1.609, -0.696], [1.776, 1.409, -2.053], [2.747, 1.621, -2.801], [3.608, 1.864, -3.530], [1.719, 2.759, -0.016], [0.928, 4.059, -0.724], [2.156, 2.593, 1.249], [2.732, 1.343, 1.308], [3.346, 0.863, 2.524], [3.028, -0.381, 3.028], [3.646, -0.747, 4.215], [4.515, 0.145, 4.818], [4.738, 1.373, 4.206], [4.164, 1.732, 3.065], [-6.588, -1.770, -1.592], [-7.880, -2.864, -1.100], [-6.420, -2.678, -0.107], [-6.756, -4.193, -2.701], [-5.902, -4.684, -1.235], [-4.904, -2.444, -3.019], [-4.439, -4.147, -3.226], [-3.464, -4.267, -1.056], [-4.041, -2.660, -0.620], [-2.586, -1.633, -2.322], [-2.059, -3.226, -2.851], [-0.660, -3.548, -1.096], [-1.708, -2.726, 0.050], [-0.712, -0.709, -1.728], [-0.370, -0.919, -0.030], [1.492, -1.051, -2.098], [1.186, -2.747, -1.781], [2.613, -2.659, -0.061], [1.518, -1.554, 0.757], [3.686, -0.593, -1.175], [3.942, -0.822, 0.541], [2.113, 3.264, 2.084], [2.325, -1.050, 2.560], [3.449, -1.705, 4.669], [5.017, -0.082, 5.744], [5.410, 2.086, 4.656], [3.416, -7.198, -1.328], [2.688, -6.534, -0.138], [2.658, -7.478, 1.064], [1.673, -8.636, 0.900], [0.279, -8.121, 0.539], [0.271, -7.205, -0.686], [1.295, -6.130, -0.506], [0.863, -5.164, 0.228], [0.525, -8.017, -1.966], [-1.097, -6.552, -0.846], [3.452, -5.269, 0.212], [3.071, -6.790, -2.278], [4.486, -7.007, -1.262], [3.297, -8.278, -1.354], [2.379, -6.909, 1.957], [3.668, -7.857, 1.235], [2.028, -9.342, 0.146], [1.621, -9.195, 1.835], [-0.395, -8.959, 0.349], [-0.131, -7.576, 1.395], [0.649, -7.356, -2.825], [-0.334, -8.657, -2.160], [1.391, -8.670, -1.911], [-1.405, -6.017, 0.050], [-1.836, -7.326, -1.048], [-1.099, -5.851, -1.683], [3.425, -4.571, -0.629], [4.495, -5.496, 0.429], [3.035, -4.773, 1.087], [0.130, 7.963, -0.508], [-0.687, 7.963, 0.803], [-2.004, 7.207, 0.617], [-3.033, 7.973, -0.214], [-3.253, 9.377, 0.350], [-1.956, 10.172, 0.514], [-0.964, 9.351, 1.275], [-1.183, 9.384, 2.542], [-1.405, 10.593, -0.858], [-2.225, 11.454, 1.292], [0.168, 7.254, 1.844], [0.793, 8.825, -0.563], [0.761, 7.074, -0.551], [-0.487, 7.947, -1.404], [-2.433, 6.996, 1.601], [-1.789, 6.239, 0.154], [-2.724, 8.026, -1.261], [-3.979, 7.428, -0.206], [-3.929, 9.942, -0.295], [-3.745, 9.294, 1.324], [-0.419, 11.048, -0.753], [-2.070, 11.336, -1.297], [-1.333, 9.780, -1.575], [-2.697, 11.261, 2.252], [-2.892, 12.088, 0.708], [-1.299, 12.003, 1.469], [1.101, 7.791, 2.019], [0.410, 6.256, 1.474], [-0.342, 7.138, 2.798]], "multiplicity": 3, "homo_ev": [-9.73, -10.81], "charge": 1, "homo_lumo_gap_ev": [7.0, 8.1]}

---

(4)
{"formula": "C2H4S4", "method": "ωB97M-V with the def2-TZVPD basis set", "species": ["C", "C", "H", "H", "H", "H", "S", "S", "S", "S"], "xyz": [[0.357, 0.290, 1.118], [-0.068, -0.658, -1.288], [-0.985, -0.182, 2.934], [0.644, -0.004, 0.110], [0.050, 1.363, -2.391], [-0.276, -1.153, -0.342], [-0.857, -0.781, 1.740], [1.037, 1.564, 1.846], [-0.264, 1.057, -1.125], [0.363, -1.497, -2.602]], "relative_energy_kcal_mol": 51.5, "multiplicity": 1, "homo_ev": -8.98, "homo_lumo_gap_ev": 8.0}

---

(5)
{"formula": "C5H11N3O", "method": "ωB97M-V with the def2-TZVPD basis set", "species": ["C", "C", "C", "C", "C", "N", "N", "N", "O", "H", "H", "H", "H", "H", "H", "H", "H", "H", "H", "H"], "xyz": [[1.433, 0.536, -1.023], [-1.812, -0.295, 0.941], [1.655, -0.059, 0.356], [0.181, 0.797, -0.189], [-0.793, -0.259, -0.160], [1.002, -1.386, 0.444], [-0.115, 2.072, 0.338], [-1.114, -0.971, -1.300], [2.487, 0.294, 1.209], [0.988, -2.034, -0.338], [1.036, -1.767, 1.381], [0.149, 2.142, 1.315], [0.323, 2.837, -0.159], [-1.863, -1.644, -1.249], [-0.680, -0.701, -2.170], [2.028, 1.430, -1.171], [1.367, -0.129, -1.883], [-2.379, 0.635, 0.939], [-2.554, -1.084, 0.805], [-1.340, -0.414, 1.915]], "relative_energy_kcal_mol": 81.8, "multiplicity": 1, "homo_ev": [-6.44, -6.44], "homo_lumo_gap_ev": [7.0, 7.0]}

---

(6)
{"formula": "C27H36Br4ClN4NiO10P", "method": "ωB97M-V with the def2-TZVPD basis set", "species": ["Ni", "N", "C", "C", "C", "C", "N", "C", "N", "N", "C", "O", "O", "H", "H", "H", "H", "H", "H", "H", "H", "H", "H", "H", "H", "H", "H", "Br", "C", "C", "Br", "C", "Br", "C", "O", "C", "O", "C", "Br", "Cl", "C", "C", "C", "C", "C", "C", "C", "O", "O", "H", "H", "H", "H", "C", "C", "C", "C", "O", "P", "O", "O", "O", "C", "C", "C", "C", "H", "H", "H", "H", "H", "H", "H", "H", "H", "H", "H", "H", "H", "H", "H", "H", "H", "H"], "xyz": [[1.162, -0.551, -0.728], [-0.475, 0.105, 0.066], [-1.747, -0.583, -0.149], [-2.933, 0.162, 0.471], [-2.847, 0.402, 1.979], [-2.604, -0.823, 2.862], [-3.561, -1.920, 2.741], [-3.226, -3.045, 1.942], [-2.162, -3.797, 2.515], [-4.393, -3.864, 1.741], [-1.664, -2.038, 0.293], [-2.887, -2.583, 0.522], [-0.652, -2.675, 0.385], [-0.238, 0.174, 1.055], [-0.542, 1.052, -0.314], [-1.904, -0.628, -1.231], [-3.844, -0.381, 0.222], [-2.995, 1.135, -0.024], [-3.766, 0.905, 2.299], [-2.037, 1.109, 2.189], [-2.598, -0.485, 3.902], [-1.591, -1.198, 2.698], [-4.508, -1.624, 2.553], [-1.524, -3.191, 3.023], [-1.608, -4.221, 1.779], [-4.839, -3.591, 0.873], [-4.098, -4.826, 1.652], [1.267, -1.881, -7.397], [1.757, -1.680, -5.577], [3.025, -2.018, -5.140], [4.314, -2.701, -6.352], [3.367, -1.855, -3.786], [5.070, -2.328, -3.106], [2.458, -1.346, -2.866], [2.705, -1.160, -1.602], [1.138, -1.011, -3.318], [0.315, -0.567, -2.400], [0.818, -1.180, -4.657], [-0.954, -0.731, -5.161], [4.065, -7.074, 1.285], [3.332, -5.490, 1.469], [2.447, -5.280, 2.514], [1.872, -4.026, 2.652], [2.176, -3.000, 1.765], [3.067, -3.236, 0.725], [3.649, -4.488, 0.569], [1.520, -1.643, 1.923], [0.713, -1.491, 2.854], [1.860, -0.751, 1.086], [2.215, -6.085, 3.199], [1.178, -3.820, 3.457], [3.280, -2.443, 0.018], [4.331, -4.680, -0.249], [-1.250, 4.711, -2.682], [-0.854, 3.242, -2.596], [0.378, 2.948, -3.447], [-2.005, 2.341, -3.026], [-0.627, 2.900, -1.216], [0.775, 3.243, -0.431], [1.314, 4.572, -0.830], [1.608, 2.010, -0.451], [0.034, 3.332, 1.029], [0.743, 3.682, 2.224], [-0.116, 3.132, 3.356], [0.835, 5.204, 2.306], [2.134, 3.052, 2.280], [-1.463, 4.978, -3.721], [-0.438, 5.331, -2.302], [-2.146, 4.891, -2.082], [0.135, 3.073, -4.506], [0.699, 1.920, -3.281], [1.194, 3.622, -3.183], [-2.306, 2.573, -4.051], [-2.863, 2.485, -2.363], [-1.687, 1.297, -2.993], [-1.132, 3.527, 3.275], [0.299, 3.416, 4.326], [-0.157, 2.042, 3.297], [-0.168, 5.637, 2.300], [1.380, 5.582, 1.440], [1.345, 5.505, 3.226], [2.074, 1.974, 2.121], [2.581, 3.256, 3.257], [2.780, 3.464, 1.503]], "relative_energy_kcal_mol": 3.7, "multiplicity": 1, "homo_ev": [-2.35, -2.35], "charge": -2, "homo_lumo_gap_ev": [6.3, 6.3]}

---

(7)
{"formula": "C10H13NO", "method": "ωB97M-V with the def2-TZVPD basis set", "species": ["C", "C", "C", "C", "C", "C", "C", "C", "C", "N", "H", "H", "H", "H", "H", "H", "H", "H", "H", "C", "O", "H", "H", "H", "H"], "xyz": [[-2.932, 1.908, -1.139], [-0.717, 0.970, -1.958], [0.308, 0.550, -0.010], [-1.597, 1.289, -0.932], [-0.946, 0.992, 0.311], [1.279, 0.037, 0.850], [0.986, 0.142, 2.210], [-1.372, 0.820, 1.671], [-0.408, 0.323, 2.547], [0.530, 0.722, -1.391], [1.391, 0.281, -1.677], [-0.833, 0.955, -3.029], [2.299, -0.246, 0.668], [-3.093, 2.852, -0.621], [-3.678, 1.101, -1.060], [1.787, -0.115, 2.865], [-2.355, 0.996, 2.045], [-0.534, 0.186, 3.621], [-3.017, 2.167, -2.214], [2.249, -3.008, -0.072], [1.872, -3.120, -1.426], [1.790, -4.062, -1.588], [1.444, -3.365, 0.633], [2.346, -1.940, 0.196], [3.249, -3.346, 0.188]], "relative_energy_kcal_mol": 35.8, "multiplicity": 1, "homo_ev": -7.64, "homo_lumo_gap_ev": 8.5}

---

(8)
{"formula": "C18H17N3O3S", "method": "ωB97M-V with the def2-TZVPD basis set", "species": ["O", "C", "N", "C", "N", "C", "H", "C", "C", "C", "H", "H", "S", "H", "H", "H", "H", "H", "C", "C", "C", "C", "C", "C", "H", "H", "H", "H", "H", "C", "C", "C", "C", "C", "C", "H", "H", "N", "O", "O", "H", "H"], "xyz": [[0.005, -2.778, 0.690], [0.385, -1.653, 0.507], [-0.433, -0.544, 0.397], [-1.814, -0.655, 0.435], [-2.390, -1.726, 0.179], [-3.790, -1.965, 0.348], [-3.900, -3.052, 0.331], [-4.662, -1.348, -0.752], [-4.985, 0.125, -0.508], [-3.765, 1.031, -0.563], [-4.067, 2.078, -0.562], [-3.163, 0.836, -1.451], [-2.653, 0.908, 0.881], [-5.469, 0.237, 0.465], [-5.689, 0.465, -1.272], [-5.600, -1.904, -0.795], [-4.157, -1.466, -1.713], [-4.127, -1.588, 1.323], [0.169, 0.741, 0.209], [0.400, 1.577, 1.292], [1.006, 2.803, 1.092], [1.384, 3.194, -0.182], [1.146, 2.361, -1.262], [0.536, 1.134, -1.070], [0.341, 0.477, -1.906], [1.432, 2.666, -2.257], [1.861, 4.150, -0.334], [1.183, 3.456, 1.933], [0.088, 1.269, 2.279], [1.843, -1.299, 0.378], [2.497, -1.557, -0.823], [3.835, -1.246, -0.963], [4.516, -0.687, 0.111], [3.882, -0.459, 1.326], [2.544, -0.770, 1.457], [2.041, -0.605, 2.397], [4.446, -0.040, 2.145], [5.908, -0.339, -0.038], [6.428, -0.548, -1.113], [6.472, 0.145, 0.920], [4.362, -1.427, -1.887], [1.952, -2.000, -1.642]], "relative_energy_kcal_mol": 116.5, "multiplicity": 1, "homo_ev": -8.75, "homo_lumo_gap_ev": 8.2}